Run one
19
Properties=species:S:1:pos:R:3 method="wB97M-V/def2-TZVPD" charge=0 orbital_gap_ev=9.9 smiles="[H]/N=C(/CCC)C(C)=O" e_homo_ev=-9.60
H -2.28821 -0.21929 1.82212
N -1.56445 0.51631 1.83377
C -0.97902 0.52668 0.68668
C 0.29736 1.22963 0.39680
C 1.38186 0.10202 -0.16987
C 1.88009 -0.80379 0.94452
C -1.27035 -0.55114 -0.37302
C -1.48667 -0.06490 -1.78265
O -1.64531 -1.64961 0.03231
H 0.71804 1.68140 1.29905
H 0.15710 1.96242 -0.39989
H 2.21044 0.73129 -0.51414
H 1.16513 -0.48860 -1.06400
H 1.09856 -1.49371 1.27465
H 2.20714 -0.22680 1.81468
H 2.74139 -1.38586 0.60178
H -1.24164 -0.87708 -2.47161
H -2.53241 0.22674 -1.90317
H -0.84903 0.78430 -2.02802

Run two
19
Properties=species:S:1:pos:R:3 method="wB97M-V/def2-TZVPD" charge=0 orbital_gap_ev=8.0 e_homo_ev=-7.16
C 0.12275 -0.84058 -1.42480
C 0.44697 -1.03247 -0.05950
C 1.53662 -1.91568 0.46529
C -0.33925 -0.14379 0.65529
N -0.59719 -0.13035 2.02748
C -0.80328 0.84781 -0.25809
C 0.03004 2.02694 -0.69287
O -2.16328 1.11624 -0.21326
H -0.88216 -0.99429 -1.79315
H 0.87041 -1.01916 -2.20117
H 2.44029 -1.79948 -0.14246
H 1.26330 -2.97562 0.42184
H 1.79669 -1.68701 1.50113
H -1.23516 0.60070 2.30827
H -0.84707 -1.03050 2.41293
H -0.13151 2.86743 -0.00251
H 1.08594 1.76738 -0.69924
H -0.24927 2.36553 -1.69486
H -2.34485 1.97687 -0.61035

Run three
19
Properties=species:S:1:pos:R:3 method="wB97M-V/def2-TZVPD" charge=0 orbital_gap_ev=9.9 smiles="C=NC(=C)CCCO" e_homo_ev=-8.98
C 1.35281 -1.54016 2.26013
N 0.57161 -0.59642 1.90764
C -0.06087 -0.68991 0.69690
C -1.22612 -1.31793 0.47416
C 0.89983 0.11513 -0.32927
C 0.30077 1.47355 -0.55924
C -1.15095 1.46167 -1.19091
O -1.14515 0.79873 -2.41220
H 2.09453 -1.30599 2.98353
H 1.48177 -2.50066 1.69383
H -1.65590 -1.37156 -0.49261
H -1.81073 -1.80951 1.16567
H 0.97148 -0.51387 -1.24770
H 1.95610 -0.02341 0.02689
H 0.29329 2.22356 0.27584
H 1.09840 2.14239 -1.20526
H -1.48014 2.50742 -1.38294
H -1.85144 0.92422 -0.35816
H -0.63930 0.02276 -2.30630

Run four
19
Properties=species:S:1:pos:R:3 method="wB97M-V/def2-TZVPD" charge=0 orbital_gap_ev=9.1 smiles="CC=C(C)C.N=C=O" e_homo_ev=-8.35
C 0.15326 1.99125 0.41438
C -0.02882 0.66579 0.93455
C -0.14169 -0.48668 0.25004
C -0.30954 -1.83287 0.99638
C -0.22406 -0.63386 -1.31869
H -0.54726 2.48157 -0.14915
H 0.98989 1.89710 -0.27170
H 0.62674 2.56778 1.17504
H -0.34222 0.59946 2.00526
H 0.03190 -2.71871 0.43783
H -1.38045 -1.93407 1.16936
H 0.10052 -1.81626 1.95764
H 0.72712 -0.47801 -1.96231
H -0.98929 0.07244 -1.70197
H -0.56099 -1.66492 -1.46769
N 2.35378 -0.54579 0.21091
C 3.17552 0.22081 -0.23139
O 3.93859 1.02120 -0.59579
H 2.11974 -1.48821 -0.01231

Stability comparison, relative energies in eV: run one 0.000; run two 1.578; run three 2.014; run four 0.783

Run one
19
Properties=species:S:1:pos:R:3 method="wB97M-V/def2-TZVPD" charge=0 orbital_gap_ev=8.6 smiles=Cc1cc[nH]c1C.O e_homo_ev=-7.79
C 1.95029 -0.76061 0.36111
C 0.48994 -0.51876 0.32500
C -0.58853 -1.37802 0.51885
C -1.67344 -0.67035 0.96771
N -1.29438 0.67398 0.88647
C -0.03916 0.83329 0.44716
C 0.69826 2.05927 0.10162
H 2.27337 -1.51589 -0.41546
H 2.35628 -1.30185 1.23383
H 2.69686 0.00879 0.12313
H -0.64767 -2.41319 0.17696
H -2.70145 -0.88283 1.17281
H -2.00624 1.37369 1.00438
H 0.65920 2.19021 -0.99530
H 0.62062 2.89646 0.79871
H 1.77794 1.84937 0.21167
O -0.06035 -0.58644 -2.63685
H 0.14798 0.10439 -3.27152
H 0.10351 -0.18234 -1.76538

Run two
19
Properties=species:S:1:pos:R:3 method="wB97M-V/def2-TZVPD" charge=0 orbital_gap_ev=9.8 smiles="C=CC[C@H](C=O)NC" e_homo_ev=-8.91
C -2.73943 -1.17659 0.94727
C -1.46063 -0.83945 1.04748
C -0.38674 -1.16274 0.07572
C 0.29647 0.10310 -0.52684
C 0.64744 -0.02612 -2.01831
O -0.18894 -0.13975 -2.87372
N 1.54145 0.40614 0.21958
C 1.59871 1.82213 0.56093
H -3.08704 -1.44836 -0.04367
H -3.46022 -1.14742 1.75016
H -1.08286 -0.55173 2.02975
H -0.66911 -1.78811 -0.78095
H 0.44051 -1.73006 0.50214
H -0.40701 0.93847 -0.56250
H 1.72944 0.02618 -2.21495
H 2.39348 0.04272 -0.18665
H 1.38126 2.46467 -0.30099
H 0.90412 2.08019 1.36030
H 2.54912 2.12672 1.01525

Run three
19
Properties=species:S:1:pos:R:3 method="wB97M-V/def2-TZVPD" charge=0 orbital_gap_ev=9.3 e_homo_ev=-8.72
H 1.85686 -0.63751 -1.96913
N 2.07903 0.07673 -1.26241
C 1.15713 0.17416 -0.39817
C 1.15408 0.68066 0.92875
C 0.33473 0.09113 1.85360
C -0.04720 -1.35048 1.95837
C -0.55858 -0.16312 -1.03514
C -1.33688 1.13197 -1.06053
O -0.34291 -0.64957 -2.33838
H 1.67045 1.61567 1.13801
H 0.12981 0.66790 2.75639
H -1.13436 -1.46583 2.01094
H 0.38629 -1.76770 2.87607
H 0.31862 -1.94996 1.12374
H -1.05658 -0.95658 -0.48181
H -1.67933 1.40575 -0.06005
H -0.71559 1.95195 -1.43654
H -2.20518 1.05785 -1.72747
H -0.01040 0.08699 -2.87623

Run four
19
Properties=species:S:1:pos:R:3 method="wB97M-V/def2-TZVPD" charge=0 orbital_gap_ev=9.9 smiles="CN1C[C@]1(C)CC=O" e_homo_ev=-8.94
C -1.21009 -1.59334 0.10649
N 0.10964 -1.18856 0.49475
C 0.27300 -0.13561 1.47396
C 0.67229 0.06302 0.06004
C 2.14311 -0.00405 -0.29711
C -0.09524 1.01347 -0.86718
C -1.49430 1.38619 -0.46394
O -1.80331 1.95737 0.54795
H -1.16622 -2.03094 -0.89165
H -1.93976 -0.76884 0.10226
H -1.55527 -2.35388 0.80734
H -0.60615 0.37421 1.84670
H 1.03699 -0.31546 2.21856
H 2.63425 0.94034 -0.07065
H 2.26857 -0.21865 -1.35658
H 2.61808 -0.79621 0.27369
H -0.10058 0.58587 -1.87220
H 0.47856 1.94498 -0.88760
H -2.26357 1.14008 -1.22485

Stability comparison, relative energies in eV: run one 0.000; run two 0.891; run three 1.386; run four 0.603

Run one
19
Properties=species:S:1:pos:R:3 method="wB97M-V/def2-TZVPD" charge=0 orbital_gap_ev=7.8 e_homo_ev=-7.07
C -0.21878 -1.14926 -1.16968
C 0.86225 -1.12107 1.50519
C -0.32570 2.01850 -0.90882
C -1.12351 -0.36402 -0.40270
C 0.96672 -0.41105 0.19214
C -0.90224 0.96099 -0.03059
O -1.98311 -1.11219 0.34294
N 1.92562 0.19607 -0.33273
H -2.51112 -0.52325 0.89704
H 2.81566 0.13436 0.14822
H 0.26498 -0.68691 -2.01588
H -0.42243 -2.21282 -1.18899
H -1.44529 1.29984 0.84724
H 0.86812 -0.37810 2.30524
H 1.72404 -1.78118 1.62001
H -0.03348 -1.72525 1.61886
H -0.18762 1.66909 -1.93324
H 0.68477 2.27955 -0.56194
H -0.95888 2.90671 -0.93229

Run two
19
Properties=species:S:1:pos:R:3 method="wB97M-V/def2-TZVPD" charge=0 orbital_gap_ev=9.2 smiles="C=C(C)N(O)C(=C)C" e_homo_ev=-8.27
C -0.12015 1.62700 -1.00156
C 0.47206 1.03515 0.02299
C 1.34366 1.91215 1.10775
N 0.47204 -0.26603 0.42651
O 1.76657 -0.82347 0.54345
C -0.53841 -1.19315 -0.29007
C -0.12943 -2.27599 -0.93813
C -1.97562 -0.85456 -0.03954
H -0.62043 1.06914 -1.77436
H -0.06749 2.69546 -1.11944
H 1.13288 2.96364 0.94542
H 2.39290 1.69319 0.92458
H 1.08345 1.64109 2.12821
H 1.73384 -1.38749 1.32910
H -0.82457 -3.03733 -1.25683
H 0.91594 -2.47827 -1.10632
H -2.14442 -0.71436 1.02826
H -2.27682 0.05963 -0.54604
H -2.61600 -1.66582 -0.38398

Run three
19
Properties=species:S:1:pos:R:3 method="wB97M-V/def2-TZVPD" charge=0 orbital_gap_ev=10.1 smiles="CC(=O)[C@]1(N)C[C@@H]1C" e_homo_ev=-9.18
C 2.09775 0.48365 0.70384
C 0.89030 -0.41435 0.83213
O 1.04202 -1.58112 1.15727
C -0.45643 0.23327 0.45885
N -0.80812 1.49055 1.14328
C -1.58950 -0.75149 0.29232
C -0.92785 0.08924 -0.95501
C -0.20499 -0.67328 -2.01222
H 2.96709 0.00123 1.15656
H 2.31568 0.66089 -0.35096
H 1.93737 1.43124 1.22147
H -0.11343 1.79500 1.82393
H -1.66109 1.37497 1.68830
H -1.50773 -1.82020 0.12741
H -2.42066 -0.63462 0.97990
H -1.48822 0.92292 -1.36577
H 0.66879 -0.11418 -2.36481
H 0.12709 -1.65646 -1.66872
H -0.86808 -0.83729 -2.86777

Stability comparison, relative energies in eV: run one 2.224; run two 1.606; run three 0.000

Run one
19
Properties=species:S:1:pos:R:3 method="wB97M-V/def2-TZVPD" charge=0 orbital_gap_ev=8.4 smiles="C=CN=C.CCC=O" e_homo_ev=-8.47
C -1.05298 0.99776 -1.78417
C -1.50293 0.50394 -0.60501
N -2.13975 1.38940 0.33602
C -1.50068 2.28738 0.92313
H -0.93474 0.37315 -2.65403
H -0.73332 2.02496 -1.86731
H -1.96384 -0.47857 -0.59391
H -2.02869 2.93050 1.62117
H -0.27288 2.03181 0.99486
C 1.96114 -2.01498 0.51411
C 1.03047 -1.09207 -0.27531
C 0.26558 -0.19533 0.66317
O 0.74778 0.90464 1.04117
H 2.70408 -1.43464 1.06288
H 2.47729 -2.69666 -0.15991
H 1.40067 -2.62042 1.22701
H 0.32073 -1.69164 -0.85041
H 1.59768 -0.47096 -0.96935
H -0.37564 -0.74826 1.37590

Run two
19
Properties=species:S:1:pos:R:3 method="wB97M-V/def2-TZVPD" charge=0 orbital_gap_ev=8.6 e_homo_ev=-7.71
C 2.60156 -0.36512 0.33732
C 1.34646 0.00203 -0.41148
C 0.18995 -0.90872 -0.33701
C -1.95528 -0.59747 0.19164
C -1.04079 0.34271 1.20980
C 0.24866 0.59958 0.27563
H 2.16801 -1.03818 1.00134
H 3.33356 -0.74590 -0.33566
H 3.33791 0.29412 0.98770
H 1.42141 0.67805 -1.33154
H -0.11600 -1.55157 0.71487
H -1.69836 -1.57144 0.77818
H -3.05127 -0.54433 -0.19458
H -1.24653 1.58160 1.28085
H -0.84524 -0.09569 2.14206
H 0.14354 2.40481 -0.08872
H -1.69220 1.27367 -0.28824
N -0.26684 1.49142 -0.65491
O -1.02879 -0.69540 -0.95966

Run three
19
Properties=species:S:1:pos:R:3 method="wB97M-V/def2-TZVPD" charge=0 orbital_gap_ev=8.8 smiles="C=CN(C)CC(C)=O" e_homo_ev=-7.94
C 0.04048 -2.24077 -0.36973
C -0.23911 -1.02522 -0.88378
N -0.78758 0.07420 -0.20710
C -1.71879 0.97967 -0.88799
C -0.52820 0.29915 1.23517
C 0.74187 1.08682 1.03787
C 1.96378 0.36415 0.20894
O 0.99894 2.09622 1.68527
H 0.18259 -2.39587 0.69368
H 0.30522 -3.06345 -1.02513
H -0.36727 -0.94178 -1.96334
H -2.12374 1.73816 -0.21124
H -2.54858 0.41195 -1.32079
H -1.19818 1.50225 -1.69523
H -1.30121 0.93444 1.67953
H -0.36162 -0.62028 1.80045
H 2.82442 1.01090 0.40869
H 1.94030 0.37874 -0.88198
H 2.17668 -0.58930 0.69669

Stability comparison, relative energies in eV: run one 1.511; run two 8.556; run three 0.000